No. 1
C30H28Br2IrNO4P2 as an isolated structure in a non-equilibrium geometry. Source: the OMol25 dataset; level of theory: ωB97M-V/def2-TZVPD.

Geometry as XYZ:
```
68
C30H28Br2IrNO4P2, DFT ωB97M-V/def2-TZVPD
Ir -0.1623 0.5738 0.7257
Br 1.0972 2.2559 -3.8624
C 0.2552 3.2045 -2.5410
C -0.1257 4.5162 -2.7256
C -0.7901 5.2178 -1.7157
Br -1.2439 6.9532 -2.0255
C -1.1198 4.5857 -0.4532
C -1.8186 5.1925 0.5984
C -2.0577 4.4758 1.7596
C -1.6245 3.1602 1.8463
N -0.9685 2.5706 0.8345
C -0.7078 3.2744 -0.2714
C 0.0141 2.5526 -1.2807
O 0.4290 1.3676 -1.0448
H 0.0959 5.0095 -3.6631
H -2.1770 6.2098 0.4989
H -2.5835 4.9231 2.5933
H -1.8194 2.5645 2.7286
C 2.0996 -1.2417 3.4571
O 1.9735 0.2121 3.2236
P 1.7907 0.8680 1.8487
O 2.8449 0.3629 0.8527
C 4.2871 0.6004 1.0650
O 2.0691 2.3701 2.0864
C 2.0095 3.1125 3.3551
H 2.4662 -1.3475 4.4701
H 2.8064 -1.6733 2.7526
H 1.1278 -1.7188 3.3667
H 4.7911 0.0561 0.2767
H 4.5913 0.2241 2.0381
H 4.4923 1.6636 0.9850
H 2.7281 3.9176 3.2650
H 2.2694 2.4680 4.1881
H 1.0113 3.5195 3.4839
C -4.0744 -4.3044 0.9657
C -3.0069 -4.7769 0.2058
C -1.9752 -3.9270 -0.1608
C -2.0209 -2.5984 0.2558
C -3.0868 -2.1217 1.0204
C -4.1085 -2.9852 1.3855
P -0.7189 -1.5022 -0.2806
C 0.8596 -2.3425 -0.2325
C 1.9049 -1.8897 -1.0561
C 3.1415 -2.5040 -0.9890
C 3.3581 -3.5344 -0.0794
C 2.3357 -3.9628 0.7640
C 1.0912 -3.3589 0.7072
C -1.1385 -1.0969 -1.9811
C -2.0659 -0.0707 -2.1852
C -2.4351 0.2865 -3.4724
C -1.8921 -0.3948 -4.5578
C -0.9785 -1.4208 -4.3544
C -0.6011 -1.7819 -3.0661
H -4.8957 -4.9658 1.2072
H -2.9849 -5.8107 -0.1162
H -1.1667 -4.2967 -0.7815
H -3.1215 -1.0828 1.3377
H -4.9239 -2.6297 2.0014
H 1.7362 -1.0815 -1.7588
H 3.9361 -2.1923 -1.6558
H 4.3317 -4.0053 -0.0231
H 2.5079 -4.7765 1.4588
H 0.3001 -3.6830 1.3730
H -2.5249 0.4319 -1.3312
H -3.1589 1.0764 -3.6323
H -2.2090 -0.1484 -5.5632
H -0.5655 -1.9548 -5.2012
H 0.0999 -2.5953 -2.9210
```

Calculated values
2S+1 = 2
HOMO-LUMO gap (alpha / beta) = 5.38 / 4.87 eV
calculated total energy = -7449.8227 Eh
total charge = +3
HOMO level (alpha / beta) = -16.6 / -16.5 eV
<S²> = 0.872

Okay, here come the Mulliken numbers, in e, for every atom: 1.90 0.02 -0.13 -0.52 0.03 0.01 0.50 -0.65 -0.85 -0.38 -0.18 1.00 -0.02 -0.74 0.52 0.42 0.49 0.55 -0.54 -0.28 0.66 0.08 -0.79 -0.23 -0.65 0.36 0.21 0.26 0.30 0.36 0.31 0.29 0.31 0.27 -0.58 -0.81 -0.29 1.17 -0.30 -0.74 -0.25 0.75 -0.29 -0.92 -0.63 -0.92 -0.94 0.48 -0.20 -0.77 -0.68 -0.78 -0.26 0.44 0.45 0.46 0.29 0.45 0.49 0.58 0.45 0.50 0.56 0.43 0.51 0.47 0.48 0.50

=====

No. 2
C30H28ClN7O5STi as an isolated structure in a non-equilibrium geometry. Source: the OMol25 dataset; level of theory: ωB97M-V/def2-TZVPD.

Geometry as XYZ:
```
73
C30H28ClN7O5STi, DFT ωB97M-V/def2-TZVPD
Ti -1.7317 -1.0832 -0.2976
O -2.9573 4.6006 3.1533
C -3.0307 3.5103 3.7630
O -3.3927 3.1942 4.8916
C -2.4740 2.4297 2.9064
C -2.3557 1.1026 3.3147
C -2.0164 0.1153 2.4085
N -1.6312 0.4439 1.1326
C -1.7122 1.7359 0.7355
C -2.1169 2.7561 1.5899
C -1.3173 1.9701 -0.6231
C -1.2160 3.2096 -1.2392
C -0.8354 3.2889 -2.5645
C -0.5926 2.1259 -3.2994
C -0.7413 0.8936 -2.6900
N -1.0323 0.7977 -1.3452
C -2.1509 -1.2782 2.6770
C -2.7637 -1.8516 3.8079
C -2.6452 -3.2243 3.9911
C -2.1311 -4.0897 2.9918
C -1.7891 -3.4596 1.8093
N -1.7997 -2.1088 1.6146
H -2.5578 0.8048 4.3682
H -2.0984 3.8154 1.2089
H -1.4908 4.1511 -0.7283
H -0.7248 4.3136 -2.9757
H -0.3485 2.2134 -4.3821
H -0.6975 -0.0495 -3.2417
H -3.2704 -1.2146 4.5720
H -2.8945 -3.6315 4.9877
H -2.0667 -5.1888 3.1450
H -1.4731 -4.0338 0.9341
N 0.4834 -1.5835 -0.5965
C 0.5829 -2.7411 -1.4847
C -0.7504 -2.9642 -2.2575
O -0.7906 -3.8932 -3.0482
N -1.8226 -2.1286 -1.9020
C -3.0648 -2.2021 -2.6497
C -4.1364 -1.4725 -1.7837
O -5.3054 -1.3936 -2.0868
O -3.5742 -0.8897 -0.6633
H 1.0740 -0.8287 -0.9435
H 0.8816 -1.7097 0.3564
H 0.8145 -3.6755 -0.9401
H 1.3602 -2.7023 -2.2385
H -3.2311 -3.2777 -2.8338
H -2.8904 -1.7612 -3.6719
S 2.9518 0.1226 -2.4022
C 3.8264 -0.3150 -3.7913
N 4.9292 -1.0873 -3.7817
C 5.5771 -1.0836 -5.0691
C 4.4872 -0.6580 -6.0045
N 3.6009 0.0242 -5.0977
H 5.3913 -1.2577 -2.8888
H 5.9804 -2.0637 -5.3252
H 6.4024 -0.3760 -5.1614
H 4.0345 -1.5603 -6.4668
H 4.7943 -0.0434 -6.8718
H 2.7077 0.3992 -5.4036
Cl 1.2661 -0.7697 4.7213
C 1.5926 0.8712 4.2109
C 1.3737 1.9203 5.0936
C 1.6181 3.2439 4.6940
C 1.8667 3.4703 3.3440
C 2.0117 2.4560 2.4368
C 1.9362 1.1144 2.8481
C 2.3330 0.1542 1.9426
H 1.0230 1.6994 6.1368
H 1.5370 4.0529 5.4265
H 1.9325 4.4940 2.9510
H 2.1455 2.6374 1.3620
H 2.4256 -0.8735 2.2762
H 2.6808 0.3927 0.9478
```

Calculated values
2S+1 = 3
HOMO-LUMO gap (alpha / beta) = 2.89 / 2.89 eV
calculated total energy = -3627.5033 Eh
energy relative to the best compared isomer or geometry (same formula, charge and spin) = 0.3996 eV
total charge = -2
HOMO level (alpha / beta) = 0.1 / 0.1 eV
<S²> = 2.027

Okay, here come the Mulliken numbers, in e, for every atom: -0.48 -0.77 0.38 -0.75 -0.76 -0.40 0.88 0.73 0.82 -0.58 0.44 -0.81 -0.54 -0.88 -0.13 0.85 -0.03 -0.91 -0.21 -1.08 0.04 0.48 0.29 0.37 0.37 0.35 0.32 0.29 0.31 0.31 0.34 0.32 0.17 -0.31 0.33 -0.75 0.37 -0.68 0.44 -0.71 -0.38 -0.39 0.18 0.24 0.16 0.40 0.28 -0.17 -0.20 -0.15 -0.48 -0.44 -0.13 0.26 0.30 0.26 0.24 0.30 0.22 -0.30 0.21 -0.15 -0.82 -0.26 -0.67 1.35 -1.83 0.26 0.27 0.26 0.26 0.28 0.27

=====

No. 3
C30H28F9GeN3O4PRuS2 as an isolated structure. Source: the OMol25 dataset; level of theory: ωB97M-V/def2-TZVPD.

Geometry as XYZ:
```
79
C30H28F9GeN3O4PRuS2, DFT ωB97M-V/def2-TZVPD
Ru -0.1466 -1.1265 0.5660
C 3.8730 -0.9863 4.5228
C 2.3800 -0.8938 4.2735
O 2.0787 0.4109 3.8197
P 0.9694 0.6759 2.5645
S -0.5688 -0.4703 3.2498
S 2.1281 -0.3482 1.1465
O 1.0700 2.2771 2.8789
C 1.3213 2.8225 4.1663
C 0.8581 4.2648 4.1326
H 4.1348 -1.9699 4.9219
H 4.1935 -0.2238 5.2367
H 4.4117 -0.8321 3.5867
H 1.8133 -1.0904 5.1900
H 2.0758 -1.6411 3.5385
H 2.3850 2.7524 4.4005
H 0.7764 2.2570 4.9253
H 1.3945 4.8208 3.3618
H 1.0396 4.7430 5.0982
H -0.2084 4.3177 3.9111
C -1.2528 -1.7249 -3.1376
Ge -0.4375 -0.3150 -2.0054
C -1.6848 1.2010 -2.2968
C -3.0577 0.9672 -2.1796
C -3.9893 1.9865 -2.3233
C -3.5605 3.2793 -2.5944
C -2.2026 3.5329 -2.7316
C -1.2787 2.5048 -2.5864
C 1.2080 0.2013 -3.0152
C 1.5276 -0.4789 -4.1651
C 2.6740 -0.1648 -4.9305
C 3.5078 0.8422 -4.5438
C 3.2387 1.5712 -3.3592
C 4.0942 2.6154 -2.9262
C 3.8368 3.2970 -1.7710
C 2.7114 2.9611 -0.9888
C 1.8679 1.9636 -1.3874
C 2.0944 1.2417 -2.5874
H -1.4086 -1.3663 -4.1579
H -2.2200 -2.0005 -2.7167
H -0.6336 -2.6226 -3.1548
H -3.4194 -0.0327 -1.9703
H -5.0430 1.7588 -2.2151
H -4.2806 4.0829 -2.6986
H -1.8565 4.5377 -2.9489
H -0.2253 2.7319 -2.6993
H 0.8870 -1.2811 -4.5115
H 2.8836 -0.7298 -5.8323
H 4.3872 1.0950 -5.1271
H 4.9639 2.8569 -3.5290
H 4.5037 4.0874 -1.4458
H 2.5231 3.4719 -0.0523
H 1.0313 1.6966 -0.7528
C -1.1522 2.0219 1.2913
O 0.0008 1.2144 1.1253
H -0.8572 3.0603 1.4656
H -1.7648 1.6692 2.1255
H -1.7379 1.9610 0.3724
N -2.4857 -0.9414 0.6342
C -3.6335 -0.8169 0.7040
C -5.0182 -0.6527 0.7844
C -5.7838 -0.5809 -0.3995
N -6.4191 -0.5183 -1.3645
C -5.6636 -0.5487 2.0372
N -6.2175 -0.4555 3.0475
F -2.2441 -5.8447 -0.2048
C -1.8876 -4.5963 0.1696
F -2.2651 -3.7686 -0.8006
F -2.5935 -4.2934 1.2635
C -0.3539 -4.4650 0.4433
O 0.0264 -3.1889 0.4859
C 0.4255 -5.2092 -0.6907
F 1.7064 -4.8458 -0.7059
F 0.3927 -6.5529 -0.5629
F -0.0853 -4.9189 -1.8970
C -0.0258 -5.1527 1.8103
F -0.3808 -4.3780 2.8279
F -0.6449 -6.3424 1.9700
F 1.2939 -5.3829 1.9187
```

Calculated values
2S+1 = 6
HOMO-LUMO gap (alpha / beta) = 5.89 / 6.91 eV
calculated total energy = -5833.6963 Eh
energy relative to the best compared isomer or geometry (same formula, charge and spin) = 0.4007 eV
total charge = -2
HOMO level (alpha / beta) = -1.6 / -3.0 eV
<S²> = 8.763

Okay, here come the Mulliken numbers, in e, for every atom: 2.60 -1.29 -0.04 -0.54 0.99 -0.49 -0.77 -0.06 -0.16 -1.32 0.40 0.27 0.25 0.33 0.02 0.26 0.33 0.27 0.41 0.29 -1.69 1.19 -0.16 -0.02 -0.82 -0.48 -0.70 0.19 -0.33 -0.32 -0.79 -0.93 0.83 -0.78 -0.65 -0.92 0.31 -0.25 0.52 0.31 0.42 0.40 0.42 0.35 0.38 0.21 0.34 0.40 0.32 0.32 0.37 0.53 -0.20 -0.79 0.37 0.10 0.39 -0.01 0.04 0.05 0.07 0.07 -0.63 0.04 -0.62 -0.30 0.16 -0.12 -0.28 1.10 -1.49 0.47 -0.24 -0.28 -0.26 0.41 -0.21 -0.29 -0.27